(1)
Here is a structure of composition C3H2OTl in a non-equilibrium geometry from the OMol25 dataset. Energies are from wB97M-V/def2-TZVPD.

E_tot ... -363.0638 a.u.
Net charge ... -1
2S+1 ... 1
E_LUMO (alpha / beta) ... 0.1218 / 0.1218 Eh
E_HOMO (alpha / beta) ... -0.088 / -0.088 Ha

```
7
Properties=species:S:1:pos:R:3:forces:R:3
O -1.233 0.366 1.524 -0.219 1.836 -0.711
C -1.206 0.481 0.240 -1.780 0.777 0.686
H -1.532 -0.548 -0.195 0.556 -0.342 -0.337
C 1.212 0.466 -1.091 1.254 -2.291 1.347
C 1.284 -0.517 -0.303 -0.486 2.031 -1.349
H 1.541 1.191 -1.823 -0.578 -0.116 0.366
Tl -0.066 -1.439 1.648 1.255 -1.895 -0.002
```
Forces are in eV/Å.

In elementary charge units, the Mulliken charges are: number 1, O, carries -0.41; number 2, C, carries -0.34; number 3, H, carries 0.04; number 4, C, carries -0.46; number 5, C, carries -0.45; number 6, H, carries 0.32; number 7, Tl, carries 0.30

(2)
Here is a structure of composition C21H30N9RhSeTe from the OMol25 dataset. Energies are from wB97M-V/def2-TZVPD.

E_tot ... -4090.4642 a.u.
ΔE to the lowest compared entry with this formula, charge and spin ... 7.46 kcal per mole
Net charge ... +2
2S+1 ... 5
E_LUMO (alpha / beta) ... -0.1880 / -0.3050 Eh
E_HOMO (alpha / beta) ... -0.511 / -0.514 Ha

```
63
Properties=species:S:1:pos:R:3:forces:R:3
Rh -0.567 0.444 -0.339 0.296 0.148 -0.219
C -2.569 -2.363 2.121 0.057 -0.128 -0.045
N -1.590 -3.221 1.456 -0.127 0.040 0.355
C -1.085 -4.390 1.991 -0.142 0.126 -0.022
C -0.274 -4.930 1.060 0.041 0.072 -0.202
N -0.292 -4.081 -0.030 0.315 -0.148 -0.118
C 0.488 -4.313 -1.251 -0.123 0.000 0.177
C -1.092 -3.035 0.230 0.065 -0.082 -0.186
Se -1.570 -1.682 -1.000 -0.364 -0.284 0.140
H -2.536 -2.577 3.185 -0.026 0.012 0.029
H -3.566 -2.558 1.731 0.003 -0.009 -0.007
H -2.305 -1.326 1.954 0.017 0.123 -0.004
H -1.360 -4.738 2.972 0.006 0.038 -0.016
H 0.306 -5.836 1.071 -0.006 0.023 -0.018
H 0.310 -5.330 -1.591 0.010 -0.018 -0.012
H 1.546 -4.174 -1.041 0.025 -0.009 0.006
H 0.163 -3.618 -2.018 -0.025 0.021 -0.015
C 2.401 -0.307 -0.687 0.003 0.011 -0.055
N 3.672 -0.282 -1.369 -0.097 0.088 -0.103
C 4.120 1.114 -1.483 -0.024 -0.015 -0.010
N 3.156 1.929 -2.235 -0.048 -0.183 -0.025
C 1.885 1.894 -1.559 0.030 -0.063 -0.006
N 1.359 0.490 -1.417 0.044 0.095 0.005
C 1.251 -0.082 -2.810 0.059 0.029 0.023
N 2.520 -0.044 -3.495 0.026 0.050 0.172
C 3.496 -0.823 -2.725 0.011 0.017 0.003
C 2.991 1.344 -3.574 0.003 0.001 0.014
H 2.511 0.116 0.314 0.011 0.007 0.026
H 2.036 -1.333 -0.605 0.005 -0.022 -0.004
H 5.081 1.138 -1.994 0.009 0.003 -0.008
H 4.247 1.535 -0.484 -0.001 0.002 0.013
H 1.148 2.465 -2.125 -0.010 0.022 -0.017
H 1.990 2.318 -0.557 0.009 0.011 0.023
H 0.503 0.498 -3.354 0.006 0.024 -0.017
H 0.905 -1.111 -2.717 -0.014 -0.023 -0.012
H 4.455 -0.800 -3.239 0.008 -0.009 -0.012
H 3.161 -1.859 -2.659 -0.008 -0.008 0.004
H 2.275 1.937 -4.143 -0.011 0.008 -0.001
H 3.949 1.364 -4.091 0.011 0.006 -0.007
N -1.956 5.535 -1.883 0.031 -0.157 0.042
C -2.315 4.237 -1.812 -0.064 0.395 -0.097
C -1.489 3.261 -1.226 -0.066 -0.208 0.029
N -1.875 1.990 -1.177 0.014 0.097 -0.057
C -3.066 1.655 -1.688 0.130 -0.046 0.050
C -3.862 2.634 -2.258 -0.107 0.194 -0.085
N -3.504 3.906 -2.327 0.005 -0.273 0.060
H -1.088 5.876 -1.514 -0.008 -0.001 0.003
H -2.597 6.188 -2.300 -0.012 -0.003 -0.012
H -0.528 3.524 -0.799 0.002 -0.005 0.004
H -3.372 0.620 -1.632 -0.018 0.008 -0.007
H -4.828 2.373 -2.675 0.003 0.014 -0.002
Te 0.063 1.657 1.912 0.190 0.117 0.138
C -0.639 0.797 3.668 -0.074 0.000 0.021
C 0.294 0.420 4.632 -0.130 -0.044 0.096
C -0.164 -0.083 5.842 0.039 0.017 -0.051
C -1.528 -0.168 6.092 -0.020 0.000 0.016
C -2.449 0.241 5.134 0.008 0.012 -0.048
C -2.010 0.718 3.907 0.015 -0.086 0.104
H 1.358 0.519 4.456 -0.007 0.012 -0.006
H 0.548 -0.386 6.599 -0.012 0.001 -0.006
H -1.876 -0.536 7.048 0.006 0.003 -0.015
H -3.510 0.199 5.345 0.026 -0.002 -0.003
H -2.728 1.050 3.167 0.006 -0.026 -0.025
```
Forces are in eV/Å.

In elementary charge units, the Mulliken charges are: number 1, Rh, carries 0.26; number 2, C, carries -0.77; number 3, N, carries 0.27; number 4, C, carries -0.38; number 5, C, carries -0.54; number 6, N, carries 0.14; number 7, C, carries -0.91; number 8, C, carries 0.26; number 9, Se, carries -0.33; number 10, H, carries 0.31; number 11, H, carries 0.30; number 12, H, carries 0.20; number 13, H, carries 0.47; number 14, H, carries 0.50; number 15, H, carries 0.38; number 16, H, carries 0.36; number 17, H, carries 0.25; number 18, C, carries -0.63; number 19, N, carries 0.12; number 20, C, carries -0.73; number 21, N, carries 0.14; number 22, C, carries -1.02; number 23, N, carries 1.68; number 24, C, carries -0.71; number 25, N, carries 0.14; number 26, C, carries -0.74; number 27, C, carries -0.70; number 28, H, carries 0.38; number 29, H, carries -0.11; number 30, H, carries 0.35; number 31, H, carries 0.34; number 32, H, carries 0.32; number 33, H, carries 0.24; number 34, H, carries 0.18; number 35, H, carries 0.12; number 36, H, carries 0.34; number 37, H, carries 0.31; number 38, H, carries 0.35; number 39, H, carries 0.35; number 40, N, carries -0.40; number 41, C, carries 0.32; number 42, C, carries -0.48; number 43, N, carries 0.45; number 44, C, carries -0.45; number 45, C, carries -0.45; number 46, N, carries -0.55; number 47, H, carries 0.18; number 48, H, carries 0.26; number 49, H, carries 0.39; number 50, H, carries 0.49; number 51, H, carries 0.38; number 52, Te, carries 0.34; number 53, C, carries 0.83; number 54, C, carries -0.61; number 55, C, carries -0.58; number 56, C, carries -0.52; number 57, C, carries -0.55; number 58, C, carries -0.59; number 59, H, carries 0.37; number 60, H, carries 0.41; number 61, H, carries 0.43; number 62, H, carries 0.42; number 63, H, carries 0.40

(3)
Here is an isolated molecule of C4H4N2O in a non-equilibrium geometry from the OMol25 dataset. Energies are from wB97M-V/def2-TZVPD.

E_tot ... -339.5349 a.u.
ΔE to the lowest compared entry with this formula, charge and spin ... 29.32 kcal per mole
SMILES string ... O=c1ccnc[nH]1
2S+1 ... 1
E_LUMO ... -0.0063 Eh
E_HOMO ... -0.362 Ha

```
11
Properties=species:S:1:pos:R:3:forces:R:3
O -1.568 -1.545 1.212 0.256 0.715 -0.241
C -0.814 -0.789 0.647 0.114 0.079 0.256
C 0.625 -0.990 0.489 0.129 0.095 -0.059
C 1.345 -0.150 -0.282 0.017 -0.218 0.040
N 0.798 0.855 -1.075 -0.245 -0.284 -0.386
C -0.451 1.055 -0.904 0.539 0.000 -0.660
N -1.275 0.463 0.058 0.452 0.501 0.133
H 1.084 -1.803 1.038 -0.040 0.074 -0.057
H 2.424 -0.234 -0.354 -0.084 -0.074 0.016
H -0.985 1.816 -1.469 0.314 0.139 -0.041
H -1.182 1.322 0.638 -1.453 -1.028 0.999
```
Forces are in eV/Å.

In elementary charge units, the Mulliken charges are: number 1, O, carries -0.52; number 2, C, carries 0.39; number 3, C, carries -0.31; number 4, C, carries -0.09; number 5, N, carries -0.51; number 6, C, carries -0.07; number 7, N, carries -0.34; number 8, H, carries 0.37; number 9, H, carries 0.38; number 10, H, carries 0.38; number 11, H, carries 0.32